1.
Density functional theory data (ωB97M-V with the def2-TZVPD basis set) for a molecular structure, C37H50ClN5ORuS5Sb2 at a distorted geometry.

Geometry as XYZ:
```
102
Properties=species:S:1:pos:R:3:forces:R:3
Ru 1.162881 1.389454 1.162551 0.98 0.62 -0.30
S 0.748419 1.504587 5.744240 0.08 -0.04 0.02
C 0.955945 1.365975 4.146164 0.11 0.03 -0.18
S 0.506200 0.101730 3.063563 -0.33 -0.06 0.22
S 1.714345 2.551017 3.090132 0.07 0.19 0.47
C -0.384090 1.116222 -2.445763 0.02 -0.02 -0.03
C 0.620327 0.091501 -2.048081 0.16 0.22 0.01
N 1.432594 0.202219 -1.024496 -0.32 -0.33 -0.10
C 2.236427 -0.906736 -0.910121 0.04 0.06 0.11
C 2.042388 -1.862526 -1.856929 0.04 0.01 0.00
S 0.820841 -1.355373 -2.929138 0.05 -0.04 -0.14
C 3.170488 -0.954709 0.210002 -0.07 0.05 -0.02
C 4.168320 -1.859861 0.359536 -0.01 0.00 -0.01
S 4.972599 -1.574550 1.826635 0.15 -0.06 0.01
C 3.944327 -0.257687 2.168596 -0.10 0.23 -0.04
N 3.043984 -0.026598 1.233931 -0.09 -0.45 0.15
C 4.155524 0.477266 3.447367 -0.03 -0.05 -0.01
H -0.416693 1.877604 -1.673933 0.04 -0.01 0.01
H -1.375875 0.674888 -2.552011 0.02 0.02 0.00
H -0.112861 1.578475 -3.395711 -0.01 0.00 -0.01
H 2.530079 -2.818140 -1.958862 -0.01 0.01 0.01
H 4.456761 -2.651006 -0.312470 -0.02 0.01 0.01
H 5.130361 0.228686 3.863809 -0.02 -0.03 0.02
H 3.384655 0.202496 4.169968 0.01 0.02 0.00
H 4.091795 1.549285 3.294993 0.06 0.02 0.00
C -1.711590 3.594916 2.762861 -0.08 -0.02 0.04
Sb -0.301375 3.530731 1.193276 -0.12 -0.23 0.16
C -1.526430 4.140582 -0.448899 -0.03 0.06 -0.03
C 0.799111 5.336446 1.596074 -0.05 0.12 -0.09
C 1.128636 6.168526 0.395466 0.05 -0.13 -0.01
C 0.239982 7.147655 -0.042134 -0.01 0.00 0.00
C 0.497290 7.906144 -1.173088 0.02 0.01 -0.01
C 1.666662 7.692321 -1.886749 -0.02 0.00 0.01
C 2.570757 6.738700 -1.446420 0.01 -0.01 -0.01
C 2.326904 5.972044 -0.308647 0.03 0.00 0.01
C 3.369826 4.983091 0.140631 -0.01 0.00 0.10
Sb 2.829003 2.946375 -0.290835 -0.48 -0.05 -0.31
C 2.186471 3.337041 -2.279384 0.07 0.02 -0.09
C 4.718896 2.109346 -0.749008 0.09 -0.03 0.08
H -2.377474 2.734745 2.718283 0.02 -0.01 -0.02
H -2.291120 4.513055 2.668577 0.00 -0.01 0.05
H -1.174239 3.579818 3.709535 -0.01 0.01 0.01
H -1.328710 5.190225 -0.662155 -0.02 -0.01 0.00
H -2.570751 4.022744 -0.160337 0.00 0.04 -0.02
H -1.336726 3.561723 -1.348371 -0.03 0.04 0.01
H 1.687067 5.026380 2.137721 -0.01 0.01 0.08
H 0.161267 5.873790 2.298646 0.02 0.06 -0.02
H -0.667022 7.325132 0.526106 0.01 -0.01 0.00
H -0.205157 8.666666 -1.487298 0.00 -0.01 0.00
H 1.884344 8.277166 -2.770583 0.00 0.00 0.01
H 3.498932 6.596060 -1.988844 0.00 0.01 0.02
H 3.599448 5.070225 1.203135 -0.01 0.01 0.00
H 4.295995 5.143245 -0.412343 0.01 0.01 0.02
H 2.843098 4.087312 -2.718517 0.00 -0.01 -0.02
H 1.168676 3.723464 -2.286597 0.00 0.01 0.01
H 2.237688 2.424155 -2.870644 -0.01 -0.01 0.02
H 5.211046 2.763908 -1.467117 0.03 -0.04 0.00
H 4.579631 1.121135 -1.185444 0.00 0.01 -0.01
H 5.332036 2.018197 0.146360 -0.01 0.01 -0.01
C -2.673893 -1.872655 -2.269245 0.03 0.02 -0.02
C -2.758351 -3.291561 -1.675396 -0.02 0.00 0.04
C -3.417774 -4.197740 -2.728418 -0.04 0.02 0.01
C -1.330213 -3.797158 -1.457270 0.02 -0.01 -0.01
C -3.609994 -3.278443 -0.351612 0.00 -0.04 0.04
O -4.772043 -2.473443 -0.560166 -0.01 -0.06 -0.02
C -4.107699 -4.682865 0.145559 0.10 0.03 0.00
C -3.441062 -5.414693 1.332888 0.01 0.04 -0.05
C -2.057048 -5.957870 1.081687 -0.03 0.00 -0.03
C -1.859950 -6.957701 0.130606 -0.01 0.00 -0.01
C -0.591910 -7.425065 -0.170901 0.00 0.01 0.00
C 0.500500 -6.889359 0.495388 0.02 -0.01 -0.02
Cl 2.099559 -7.444140 0.103203 -0.01 0.01 0.00
C 0.332780 -5.929868 1.477244 -0.02 0.01 0.00
C -0.947801 -5.476797 1.766904 0.00 0.03 0.01
C -2.913444 -2.620700 0.840182 0.00 0.13 0.05
N -2.349866 -1.289648 0.649776 -0.11 -0.05 0.03
C -1.060778 -0.966330 0.680260 0.11 0.01 0.06
N -0.912061 0.340751 0.539013 -0.29 -0.12 -0.27
C -2.198872 0.768589 0.415591 -0.05 0.02 0.05
N -3.099199 -0.181715 0.488054 0.11 -0.06 0.00
H -2.286665 -1.936926 -3.288501 0.02 0.00 0.00
H -1.990956 -1.238319 -1.702334 -0.07 -0.06 -0.06
H -3.642121 -1.377366 -2.296495 -0.01 -0.03 -0.03
H -2.965341 -4.006961 -3.702208 0.00 0.00 0.00
H -4.491063 -4.017896 -2.837214 0.02 0.02 0.00
H -3.275044 -5.256567 -2.512705 0.00 0.01 0.02
H -0.821326 -3.852899 -2.423500 -0.03 0.00 0.02
H -1.299863 -4.790453 -1.017249 -0.02 -0.05 0.01
H -0.743699 -3.125675 -0.826061 -0.02 -0.04 -0.03
H -5.312214 -2.883537 -1.244963 -0.02 0.00 0.02
H -4.147514 -5.376098 -0.692200 -0.01 0.01 -0.04
H -5.142159 -4.504628 0.442916 0.00 -0.02 0.01
H -4.098132 -6.254887 1.569908 -0.03 0.02 0.01
H -3.434808 -4.788305 2.225763 0.01 0.01 0.01
H -2.712877 -7.374854 -0.393907 0.01 0.01 0.01
H -0.444735 -8.196025 -0.914781 0.00 0.00 0.01
H 1.191607 -5.549705 2.013829 -0.01 0.00 0.00
H -1.077687 -4.737935 2.551061 0.00 0.00 -0.01
H -2.081845 -3.233442 1.174690 -0.01 -0.07 0.01
H -3.643392 -2.540975 1.645078 0.01 -0.01 0.02
H -0.269320 -1.683153 0.834497 0.00 0.01 0.01
H -2.483643 1.797736 0.273796 0.00 -0.01 -0.01
```
Forces are in eV/Å.

Results
HOMO-LUMO gap (alpha / beta)	7.393 / 7.227	eV
expectation value of S²	0.760
spin multiplicity	2
charge	+1
M	1121.22	g/mol
E_tot	-131030.3191	eV

Mulliken population analysis, charges in e, atoms 1 to 8: Ru -0.0943; S -0.1845; C 0.1517; S -0.4577; S -0.2967; C -0.5151; C 0.1777; N 1.4787

***

2.
Density functional theory data (ωB97M-V with the def2-TZVPD basis set) for a molecular structure, C37H50N3O3P2PtS3 at a distorted geometry.

Geometry as XYZ:
```
99
Properties=species:S:1:pos:R:3:forces:R:3
Pt 0.273050 0.244743 -0.139795 0.79 0.42 -0.50
C 3.600436 0.706283 -0.959823 0.05 -0.02 0.03
P 2.464900 0.177835 0.349007 -0.03 -0.11 0.21
C 3.008885 -1.524597 0.661204 -0.09 -0.05 -0.07
N 4.273645 -1.826841 0.823292 0.03 -0.01 -0.03
C 4.573054 -3.138992 0.960934 -0.01 0.00 -0.01
C 5.917771 -3.533298 1.167332 0.01 0.00 0.00
C 6.220085 -4.855980 1.279674 0.00 0.01 0.00
C 5.206243 -5.844951 1.184001 -0.01 0.00 0.00
C 3.906096 -5.495848 0.979473 -0.01 0.00 0.01
C 3.558878 -4.127071 0.870237 -0.01 0.02 -0.01
N 2.267491 -3.779728 0.665874 -0.01 -0.02 0.09
C 1.996080 -2.500202 0.597601 -0.01 -0.04 -0.02
P 0.269101 -1.981406 0.216627 -0.23 0.06 0.13
C 0.106367 -2.977854 -1.292076 -0.03 0.12 -0.04
C -0.816445 -2.697320 1.567069 0.05 -0.12 0.04
C 0.025198 -3.254714 2.721160 0.00 0.12 0.08
C -1.676425 -3.834449 1.001562 0.11 -0.09 -0.01
C -1.685404 -1.560504 2.106667 -0.12 -0.01 -0.14
C 2.908152 1.146766 1.862797 0.06 0.01 -0.01
C 2.183874 0.498356 3.047795 -0.01 -0.03 -0.02
C 4.420828 1.104561 2.108312 0.00 0.05 0.04
C 2.477430 2.607343 1.678627 -0.06 -0.02 -0.01
H 4.595575 0.338527 -0.709714 0.00 0.03 0.01
H 3.622057 1.791613 -1.043355 -0.02 0.00 -0.01
H 3.292547 0.265540 -1.906164 0.00 0.00 0.00
H 6.673215 -2.761773 1.231095 0.00 0.00 0.00
H 7.244163 -5.164766 1.440663 0.00 0.00 0.00
H 5.477689 -6.888103 1.274619 0.00 0.00 0.00
H 3.116446 -6.230958 0.901839 0.00 0.00 0.00
H 0.369727 -4.004582 -1.040122 -0.01 0.00 0.00
H 0.823568 -2.595472 -2.019893 -0.01 0.00 -0.01
H -0.901382 -2.919640 -1.684977 -0.01 0.00 -0.01
H 0.663138 -4.078500 2.411013 -0.02 0.00 0.01
H -0.660090 -3.628106 3.485613 -0.01 0.03 0.00
H 0.642823 -2.480375 3.184928 0.03 -0.02 -0.02
H -1.089272 -4.749300 0.901115 0.01 0.01 -0.04
H -2.107171 -3.594290 0.035309 -0.07 0.02 0.01
H -2.489013 -4.039271 1.701469 0.02 0.00 0.02
H -1.078883 -0.831471 2.642334 0.00 -0.01 0.00
H -2.412795 -1.976030 2.807600 0.00 0.00 0.00
H -2.221465 -1.033164 1.314375 0.00 -0.01 0.00
H 2.608013 -0.481457 3.279837 -0.02 -0.01 -0.01
H 1.115331 0.385533 2.860587 -0.01 0.01 0.01
H 2.306473 1.130595 3.929366 0.02 -0.01 0.00
H 4.798034 0.091355 2.227179 0.00 0.01 0.00
H 4.624593 1.656181 3.029242 0.00 0.00 0.00
H 4.977668 1.594436 1.308486 0.00 -0.01 -0.01
H 1.449212 2.713376 1.338816 -0.01 0.00 0.05
H 3.130942 3.121672 0.970628 -0.03 -0.01 -0.03
H 2.567278 3.116300 2.640364 0.04 0.01 -0.01
O -1.704316 0.861364 -0.567139 -0.03 -0.08 0.25
C -2.047088 2.227390 -0.467891 0.09 0.11 -0.06
C -3.552479 2.355292 -0.201386 -0.01 -0.07 0.03
C -4.386266 3.379984 -0.539019 -0.02 -0.04 -0.10
C -5.693466 3.236042 0.001619 0.00 0.00 0.00
C -5.820733 2.108903 0.750124 0.01 -0.01 0.00
S -4.360725 1.218626 0.797716 0.02 0.02 0.06
C -1.808583 2.947565 -1.792662 -0.09 0.05 0.00
C -1.513116 4.242299 -2.105987 0.04 -0.02 0.02
C -1.588285 4.519767 -3.501237 0.01 0.00 -0.01
C -1.958817 3.429181 -4.223895 0.00 0.00 0.01
S -2.220113 2.071757 -3.217312 -0.05 0.00 0.00
C -1.390834 2.909302 0.743329 -0.15 -0.10 0.03
C -1.198266 4.204555 1.132820 0.04 -0.02 -0.06
C -0.778937 4.330416 2.489142 0.03 0.00 0.02
C -0.686046 3.131180 3.125146 -0.06 0.18 -0.17
S -1.123390 1.860581 2.074031 0.10 -0.23 0.27
H -4.082655 4.210368 -1.160663 0.00 0.00 0.00
H -6.498167 3.936341 -0.168040 0.00 0.00 0.00
H -6.697042 1.741470 1.259373 0.00 0.00 0.00
H -1.250226 4.993939 -1.380931 0.00 0.00 0.00
H -1.389397 5.489044 -3.936642 0.00 0.00 0.00
H -2.099277 3.355078 -5.290669 0.00 0.00 0.00
H -1.389926 5.066449 0.515738 -0.02 0.00 0.00
H -0.568394 5.279039 2.962298 0.00 0.00 0.00
H -0.385579 2.932697 4.141238 -0.02 0.00 0.00
C -4.997626 -1.800053 -1.943401 0.01 0.03 -0.02
C -4.217861 -0.847435 -2.850254 0.00 -0.03 0.01
C -2.793752 -1.371551 -2.706165 -0.04 0.06 -0.03
O -2.713219 -1.961956 -1.404000 -0.13 -0.16 0.10
C -4.014464 -1.977753 -0.800510 -0.08 -0.01 -0.12
H -5.185239 -2.750148 -2.447811 0.00 0.00 0.01
H -5.949510 -1.390403 -1.607585 0.00 0.00 -0.01
H -4.288108 0.172236 -2.466540 0.00 0.00 0.02
H -4.560033 -0.855640 -3.884268 0.00 0.02 0.00
H -2.040066 -0.586734 -2.767708 -0.01 -0.01 0.00
H -2.578133 -2.139178 -3.458277 0.00 -0.02 0.02
H -4.089164 -1.142037 -0.109490 0.01 -0.01 0.08
H -4.137454 -2.909664 -0.248839 0.00 -0.04 -0.05
C 1.092422 1.377134 -3.246113 -0.01 -0.01 0.01
C 1.155886 2.405799 -2.157154 0.12 0.01 0.15
N 1.580643 3.621171 -2.504890 0.01 0.04 -0.04
O 0.913656 2.186706 -0.953393 -0.19 0.02 -0.14
H 0.433078 1.720577 -4.041063 0.02 0.01 0.00
H 0.714151 0.437396 -2.850431 -0.01 0.01 0.00
H 2.089576 1.235506 -3.665825 0.00 0.00 0.01
H 1.641655 3.879211 -3.475168 0.00 0.00 0.00
H 1.517995 4.358179 -1.820055 0.01 -0.01 0.01
```
Forces are in eV/Å.

Results
HOMO-LUMO gap	6.790	eV
charge	+1
M	938.05	g/mol
E_tot	-104120.4938	eV

Mulliken population analysis, charges in e, atoms 1 to 8: Pt 2.9766; C -1.7994; P 0.3955; C 0.2762; N -0.2616; C 0.2582; C -0.4978; C -0.5878

***

Question: Number 1 is which compound?
Answer: C37H50ClN5ORuS5Sb2

***

Question: The highest M belongs to which entry?
Answer: C37H50ClN5ORuS5Sb2